Molecular formula: C19H23Cl2NPtS
Method: DFT, wB97M-V/def2-TZVPD

Calculated values
Kohn-Sham gap (spin up / spin down): 5.62 / 6.34 eV
Relative energy (zero: lowest compared OMol25 entry of this formula, charge and spin): 0.00 kcal/mol
Electronic energy: -60684.80153 eV
Spin multiplicity: 5
LUMO (spin up / spin down): 0.001 / -0.087 Eh

Each line ends with the Löwdin charge.
Cartesian coordinates (Å):
Pt 0.96540 -0.24602 -0.05750  0.89
Cl -0.00894 -2.35887 -0.24781  -0.04
Cl 1.60950 1.92944 0.50159  -0.01
C 2.58289 -0.43517 -0.95438  -0.32
H 3.04841 0.54939 -1.19955  -0.02
H 2.63865 -1.27612 -1.67451  0.00
C -0.94143 0.80082 -1.41079  -0.20
C 0.36619 0.49811 -1.88821  -0.47
H -1.01309 1.21747 -0.39807  0.07
C 0.47462 -0.58719 -2.98591  -0.25
H 0.94084 1.34958 -2.19367  0.09
C -0.61200 -0.41434 -4.05619  -0.20
H 1.48213 -0.58156 -3.46236  0.11
H 0.30578 -1.59132 -2.54289  0.03
C -1.95884 -0.09697 -3.41562  -0.20
H -0.34156 0.37070 -4.77096  0.11
H -0.69119 -1.31866 -4.69447  0.12
C -1.85352 1.10557 -2.50954  -0.21
H -2.70189 0.16393 -4.15384  0.10
H -2.23997 -0.99832 -2.85782  0.12
H -1.27560 1.90943 -2.98108  0.13
H -2.76860 1.44284 -2.03989  0.11
N 0.57765 -0.37295 1.92052  -0.58
S -0.83159 -0.51792 2.70994  1.06
C -0.43862 -1.75992 3.91648  -0.42
C -1.28691 -2.87838 4.02018  -0.06
C -1.01628 -3.84524 4.99440  -0.07
C 0.11487 -3.72683 5.80122  -0.07
C 0.98876 -2.64194 5.64926  -0.05
C 0.70400 -1.64722 4.70055  -0.08
C -0.93298 0.98620 3.70020  -0.37
C -0.65351 2.21441 3.09684  -0.10
C -0.57486 3.37280 3.86518  -0.06
C -0.81940 3.32148 5.24019  -0.07
C -1.16611 2.10241 5.83529  -0.07
C -1.25047 0.93779 5.06514  -0.08
H 1.36852 -0.14612 2.51548  0.01
H -2.14329 -2.94456 3.35690  0.11
H -1.69357 -4.69871 5.10157  0.11
H 0.33506 -4.50079 6.54911  0.11
H 1.88927 -2.56718 6.25926  0.11
H 1.35418 -0.77824 4.60542  0.12
H -0.44944 2.26758 2.02637  0.04
H -0.31815 4.32252 3.38828  0.12
H -0.72419 4.21770 5.85617  0.11
H -1.37475 2.05007 6.90463  0.11
H -1.54716 -0.00970 5.51129  0.11

---

Molecular formula: C19H23ClCoN2O6
Method: DFT, wB97M-V/def2-TZVPD

Calculated values
Kohn-Sham gap (spin up / spin down): 7.47 / 8.23 eV
Relative energy (zero: lowest compared OMol25 entry of this formula, charge and spin): 20.38 kcal/mol
Electronic energy: -85492.40601 eV
Spin multiplicity: 2
LUMO (spin up / spin down): -0.032 / -0.004 Eh

Each line ends with the Löwdin charge.
Cartesian coordinates (Å):
Co -0.39418 0.48214 -0.74200  0.75
N -0.92008 -1.56556 -1.34900  0.01
C 0.08382 -2.61036 -1.13930  -0.22
C 1.42942 -2.28126 -1.79120  -0.17
C 2.24002 -1.26676 -0.98250  -0.23
N 1.74472 0.10434 -1.15270  0.00
H -1.69618 -1.71096 -0.70000  0.08
H -1.30368 -1.62676 -2.28990  0.11
H -0.27658 -3.56906 -1.52970  0.12
H 0.23982 -2.70816 -0.06300  0.11
H 1.26992 -1.90586 -2.80330  0.10
H 2.00632 -3.20436 -1.86260  0.12
H 3.29282 -1.33136 -1.28220  0.12
H 2.16092 -1.51416 0.07710  0.11
H 2.04142 0.46764 -2.05600  0.11
H 2.16322 0.69344 -0.43670  0.10
C 2.33232 0.44234 5.27240  -0.03
C 0.86872 0.68404 5.46080  -0.20
C 0.39252 1.55584 6.42060  -0.07
C -0.97058 1.78304 6.54710  -0.68
Cl -1.54118 2.88744 7.75540  0.66
C -1.87178 1.15224 5.71140  -0.10
C -1.40498 0.27324 4.74820  0.00
C -0.04588 0.02334 4.62520  -0.22
O 0.50742 -0.86216 3.74810  -0.03
C -0.31768 -1.50306 2.81260  -0.10
C -0.73148 -0.59996 1.62550  -0.64
O -1.83858 -0.75196 1.10330  0.00
O 0.14162 0.19654 1.18510  -0.05
H 2.91512 1.03544 5.96950  0.08
H 2.61442 0.70514 4.25460  0.09
H 2.56292 -0.61166 5.41410  0.09
H 1.08652 2.06534 7.07210  0.11
H -2.92918 1.34324 5.80630  0.11
H -2.11908 -0.19436 4.09180  0.11
H -1.21808 -1.94026 3.26040  0.13
H 0.29882 -2.31666 2.40840  0.13
O -1.98188 3.12464 -5.74710  0.08
C -1.32958 1.97404 -5.57760  -0.26
C -0.99748 1.21994 -6.71050  -0.01
C -0.30758 0.03474 -6.59230  -0.08
C 0.07792 -0.43466 -5.34320  -0.10
C -0.25308 0.29364 -4.22140  -0.06
C -0.96048 1.48544 -4.31130  -0.06
C -1.32778 2.24694 -3.06850  -0.54
O -1.85128 3.35474 -3.16680  0.07
O -1.07328 1.67884 -1.95110  -0.09
H -2.11308 3.53234 -4.85190  0.09
H -1.29738 1.60114 -7.67360  0.12
H -0.06308 -0.52966 -7.48090  0.10
H 0.62872 -1.36056 -5.25880  0.09
H 0.03572 -0.04156 -3.23470  0.05

---

Molecular formula: C19H23ClF7NO10S2
Method: DFT, wB97M-V/def2-TZVPD

Calculated values
Kohn-Sham gap: 8.17 eV
Electronic energy: -95242.32132 eV
SMILES: C=C[C@]1(Cl)[C@H](CON=O)OS(=O)(=O)[C@@H](S(=O)(=O)C(F)(F)C(F)(F)C(F)(F)F)[C@]1(CC(=O)OC(C)=O)[C@@H](C)CCC
Spin multiplicity: 1
LUMO: -0.070 Eh

Each line ends with the Löwdin charge.
Cartesian coordinates (Å):
C 0.12526 -1.39636 3.36126  0.02
C -0.89775 -0.45069 3.16392  -0.16
C -1.53289 0.14944 1.83572  -0.54
Cl -2.15106 1.82415 2.39125  0.75
C -2.88913 -0.69769 1.65796  -0.29
C -3.98848 -0.41632 2.81957  -0.15
O -5.04754 0.46953 2.36435  -0.17
N -5.99463 0.67117 3.34029  -0.01
O -5.66966 1.66869 3.92345  0.07
O -2.51816 -2.09095 1.82536  -0.21
S -1.54637 -2.55628 0.55422  0.80
O -0.93359 -3.85529 1.03630  -0.29
O -2.47500 -2.78147 -0.62078  -0.28
C -0.20796 -1.28709 0.11287  -0.28
S 0.32429 -1.71925 -1.57656  0.86
O -0.62603 -1.44089 -2.72069  -0.26
O 0.32116 -3.25291 -1.58617  -0.31
C 2.05573 -1.33682 -2.11502  -0.32
F 2.87420 -0.66722 -1.17973  0.05
F 2.10721 -0.54115 -3.29965  0.08
C 2.94478 -2.64460 -2.51471  -0.22
F 3.19319 -3.48936 -1.41745  0.10
F 4.22895 -2.07487 -2.80992  0.07
C 2.49841 -3.38023 -3.85498  -0.33
F 1.25026 -3.04660 -4.35743  0.13
F 3.43628 -3.09933 -4.88650  0.09
F 2.57224 -4.78867 -3.68190  0.10
C -0.58184 0.23416 0.52160  -0.30
C -1.60641 0.70844 -0.65253  -0.04
C -1.03307 1.47936 -1.87353  -0.33
O 0.08033 1.40071 -2.42072  0.08
O -1.95114 2.39660 -2.51627  0.04
C -1.39952 2.79443 -3.77459  -0.40
C -0.76751 4.27993 -3.81908  0.01
O -1.41220 2.14031 -4.82199  0.11
C 0.68427 1.17995 0.65595  -0.26
C 0.36857 2.78393 0.60511  -0.08
C 1.69104 1.04839 1.86444  -0.19
C 2.77645 -0.10784 1.88696  -0.23
C 4.25274 0.43589 1.45260  -0.11
H 0.30155 -2.34210 2.73146  0.08
H 0.84681 -1.24509 4.23425  0.09
H -1.39584 -0.12321 4.14990  0.12
H -3.46722 -0.59209 0.69592  0.16
H -4.49247 -1.44423 2.97972  0.15
H -3.53129 -0.13563 3.81809  0.11
H 0.66920 -1.62610 0.78573  0.11
H -2.49418 1.32380 -0.24874  0.13
H -2.12895 -0.24927 -1.03657  0.13
H 0.03936 4.38743 -4.60672  0.10
H -0.45857 4.60506 -2.77153  0.08
H -1.65862 4.95689 -4.10152  0.10
H 1.30817 1.03163 -0.30471  0.14
H 1.04743 3.29846 -0.15633  0.10
H 0.59975 3.28243 1.61575  0.09
H -0.71374 3.02546 0.37075  0.05
H 2.33144 2.01400 1.84012  0.11
H 1.22778 1.11333 2.91859  0.12
H 2.91079 -0.43703 2.98482  0.11
H 2.60317 -1.04345 1.28635  0.08
H 4.68610 -0.25807 0.63975  0.07
H 4.99235 0.44129 2.31518  0.07
H 4.22153 1.47330 0.98680  0.07

---

Molecular formula: C19H23CrN7O3S4
Method: DFT, wB97M-V/def2-TZVPD

Calculated values
Kohn-Sham gap (spin up / spin down): 4.11 / 4.12 eV
Relative energy (zero: lowest compared OMol25 entry of this formula, charge and spin): 0.00 kcal/mol
Electronic energy: -108414.52233 eV
Total charge: -1
Spin multiplicity: 4
LUMO (spin up / spin down): 0.061 / 0.061 Eh

Each line ends with the Löwdin charge.
Cartesian coordinates (Å):
Cr -0.44752 -0.19990 -0.46778  0.60
C 0.53498 1.73485 3.73830  -0.05
O -0.71824 2.06782 3.09085  -0.12
C -1.59342 1.03261 3.09026  -0.27
C -2.67344 0.97354 3.97248  -0.02
C -3.46583 -0.18289 4.13098  -0.11
C -3.36504 -1.18833 3.20236  -0.07
C -2.36616 -1.11323 2.24286  -0.17
C -2.25509 -2.13019 1.26120  -0.05
N -1.35502 -2.06544 0.27315  -0.11
N -0.91873 -3.08587 -0.40044  0.03
C 0.41000 -2.91543 -0.76058  -0.44
O 1.02377 -1.79663 -0.59429  -0.15
C 0.94491 -4.04450 -1.54607  -0.14
C 0.14754 -5.13565 -1.96850  -0.03
C 0.55606 -5.96851 -3.02084  -0.10
C 1.82156 -5.78889 -3.60064  -0.11
C 2.66470 -4.80164 -3.11258  -0.09
C 2.21310 -3.92837 -2.12493  -0.06
C -1.39348 -0.04250 2.21184  -0.27
O -0.30248 -0.10581 1.46236  -0.19
H 1.25946 2.47947 3.40241  0.08
H 0.86429 0.70709 3.48954  0.10
H 0.43610 1.79136 4.83156  0.08
H -2.92287 1.82861 4.54982  0.09
H -4.14027 -0.24436 4.94550  0.08
H -4.06407 -2.01720 3.24694  0.11
H -2.94651 -2.98480 1.29818  0.12
H -0.79475 -5.31282 -1.46718  0.09
H -0.10746 -6.76320 -3.37965  0.09
H 2.16680 -6.46784 -4.39369  0.10
H 3.69528 -4.71433 -3.43849  0.10
H 2.81160 -3.07519 -1.82459  0.07
S -0.68928 -0.82430 -2.77977  0.04
S 0.73032 0.18630 -3.70751  -0.14
S 2.45173 -0.99175 -3.75233  -0.24
S 3.65662 -0.21030 -2.46895  -0.22
C 1.57093 4.98869 -0.06662  -0.03
N 1.72954 3.51537 -0.28079  -0.14
C 3.04862 3.17499 -0.71943  -0.05
C 0.72408 2.58369 -0.32271  -0.35
N 0.87245 1.31560 -0.62288  0.07
N -0.54214 3.05956 -0.08533  0.15
C -1.75136 2.56249 -0.47362  -0.46
N -2.67923 3.53473 -0.67144  0.15
N -1.94236 1.28071 -0.53621  0.09
H 2.49445 5.33523 0.37119  0.08
H 0.72124 5.22756 0.59166  0.08
H 1.40273 5.50757 -1.01084  0.09
H 3.35165 3.88929 -1.49519  0.10
H 3.10334 2.17510 -1.15633  0.02
H 3.72509 3.28672 0.13960  0.10
H 1.73288 1.11279 -1.16081  -0.01
H -0.56503 3.97827 0.35284  0.12
H -2.40612 4.53186 -0.57534  0.12
H -3.59019 3.29126 -1.07691  0.12
H -2.86975 0.94678 -0.83261  0.10